[1]
The following is a quantum chemistry calculation of a 3-piece molecular cluster, C2H8O3 overall, from OMol25.

Summary:
* HOMO level (spin up / spin down): 0.997 / -5.325 eV
* LUMO level (spin up / spin down): 3.238 / 3.117 eV
* HOMO-LUMO gap (spin up / spin down): 2.2404 / 8.4417 eV
* calculated total energy: -306.63593 Ha
* expectation value of S²: 0.75
* spin multiplicity: 2
* total charge: -1
* energy relative to the best compared isomer or geometry (same formula, charge and spin): 128.2 kJ/mol

Each atom is followed by the atoms it is bonded to, with distances in Å.
CARTESIAN COORDINATES (ANGSTROEM)
1 C -1.702 0.665 -0.272  C2 1.320, H4 1.084, H5 1.079
2 C -1.104 -0.470 0.042  C1 1.320, O3 1.364, H6 1.082
3 O 0.259 -0.523 0.084  C2 1.364, H7 0.959
4 H -2.779 0.757 -0.205  C1 1.084
5 H -1.160 1.555 -0.554  C1 1.079
6 H -1.537 -1.411 0.350  C2 1.082
7 H 0.554 -1.393 0.360  O3 0.959
8 H 1.398 -1.712 3.265  O10 0.992
9 H 1.187 -0.389 3.882  O10 0.968
10 O 1.538 -0.752 3.056  H8 0.992, H9 0.968
11 H 0.609 0.651 -3.229  O13 0.965
12 H 1.649 1.561 -3.768  O13 0.948
13 O 1.088 1.460 -3.011  H11 0.965, H12 0.948

Electronic structure analysis, Löwdin charges in units of e:
1 C -0.0619
2 C -0.4217
3 O -0.1482
4 H 0.0267
5 H 0.0441
6 H 0.0637
7 H 0.0255
8 H -0.0695
9 H -0.0628
10 O -0.3538
11 H 0.0293
12 H 0.0046
13 O -0.0760

[2]
The following is a quantum chemistry calculation of a 17-piece molecular cluster, C28H80Br2N5O18S overall, from OMol25.

Summary:
* HOMO level: -11.514 eV
* LUMO level: -4.395 eV
* HOMO-LUMO gap: 7.1188 eV
* calculated total energy: -8288.67674 Ha
* spin multiplicity: 1
* total charge: +1

Each atom is followed by the atoms it is bonded to, with distances in Å.
CARTESIAN COORDINATES (ANGSTROEM)
1 C 3.809 -2.424 2.355  C2 1.520, H23 1.088, H24 1.084, H25 1.087
2 C 3.066 -1.174 1.914  C1 1.520, Br3 1.945, C4 1.537, H26 1.085
3 Br 1.464 -0.880 2.978  C2 1.945
4 C 2.703 -1.199 0.421  C2 1.537, Br5 1.940, C6 1.511, H27 1.086
5 Br 2.041 -2.929 -0.157  C4 1.940
6 C 1.761 -0.074 0.061  C4 1.511, C7 1.385, C19 1.395
7 C 0.427 -0.313 -0.225  C6 1.385, N8 1.338, H28 1.075
8 N -0.406 0.680 -0.560  C7 1.338, C9 1.475, C14 1.337
9 C -1.815 0.358 -0.854  N8 1.475, C10 1.558, H29 1.083, H30 1.085
10 C -2.625 0.146 0.459  C9 1.558, N11 1.468, N12 1.472, N13 1.437
11 N -4.033 0.437 0.159  C10 1.468, H31 1.017, H32 1.018
12 N -2.198 1.011 1.571  C10 1.472, H33 1.012, H34 1.015
13 N -2.436 -1.190 0.954  C10 1.437, H35 1.014, H36 1.014
14 C 0.025 1.944 -0.617  N8 1.337, C15 1.384, H37 1.078
15 C 1.341 2.269 -0.337  C14 1.384, N16 1.420, C19 1.388
16 N 1.714 3.633 -0.474  C15 1.420, C17 1.234
17 C 1.974 4.263 0.555  N16 1.234, S18 1.531
18 S 2.606 5.052 1.705  C17 1.531
19 C 2.212 1.245 0.009  C6 1.395, C15 1.388, C20 1.498
20 C 3.640 1.588 0.307  C19 1.498, O21 1.191, O22 1.329
21 O 4.004 2.139 1.298  C20 1.191
22 O 4.453 1.226 -0.679  C20 1.329, H38 0.973
23 H 4.490 -2.735 1.566  C1 1.088
24 H 3.122 -3.218 2.624  C1 1.084
25 H 4.420 -2.220 3.230  C1 1.087
26 H 3.708 -0.321 2.109  C2 1.085
27 H 3.616 -1.025 -0.142  C4 1.086
28 H -0.009 -1.295 -0.193  C7 1.075
29 H -2.254 1.141 -1.459  C9 1.083
30 H -1.777 -0.587 -1.386  C9 1.085
31 H -4.534 0.283 1.030  N11 1.017
32 H -4.106 1.434 -0.030  N11 1.018
33 H -2.076 1.973 1.281  N12 1.012
34 H -1.357 0.657 2.014  N12 1.015
35 H -2.925 -1.269 1.839  N13 1.014
36 H -2.776 -1.873 0.286  N13 1.014
37 H -0.672 2.720 -0.888  C14 1.078
38 H 5.350 1.499 -0.419  O22 0.973
39 C -0.875 -4.613 3.064  O40 1.431, H41 1.087, H42 1.092, H43 1.090
40 O -0.821 -3.183 3.079  C39 1.431, H44 0.960
41 H -0.317 -4.979 3.922  C39 1.087
42 H -1.909 -4.956 3.136  C39 1.092
43 H -0.429 -4.998 2.147  C39 1.090
44 H -1.313 -2.871 2.316  O40 0.960
45 C 2.590 6.365 -3.003  O46 1.424, H47 1.086, H48 1.094, H49 1.094
46 O 2.825 5.304 -3.923  C45 1.424, H50 0.961
47 H 2.426 7.275 -3.572  C45 1.086
48 H 1.702 6.158 -2.397  C45 1.094
49 H 3.456 6.506 -2.350  C45 1.094
50 H 2.974 4.502 -3.415  O46 0.961
51 C 0.109 0.293 -3.944  O52 1.429, H53 1.088, H54 1.096, H55 1.091
52 O -0.109 -1.004 -3.386  C51 1.429, H56 0.963
53 H -0.856 0.717 -4.211  C51 1.088
54 H 0.601 0.939 -3.206  C51 1.096
55 H 0.730 0.237 -4.838  C51 1.091
56 H 0.757 -1.360 -3.162  O52 0.963
57 C -1.473 -7.560 0.182  O58 1.435, H59 1.086, H60 1.091, H61 1.086
58 O -1.419 -6.126 0.168  C57 1.435, H62 0.961
59 H -0.918 -7.919 1.044  C57 1.086
60 H -2.511 -7.888 0.259  C57 1.091
61 H -1.026 -7.964 -0.721  C57 1.086
62 H -1.917 -5.833 -0.600  O58 0.961
63 C 5.553 3.220 -3.165  O64 1.426, H65 1.085, H66 1.096, H67 1.092
64 O 5.702 2.268 -4.216  C63 1.426, H68 0.960
65 H 5.279 4.172 -3.608  C63 1.085
66 H 4.761 2.901 -2.478  C63 1.096
67 H 6.492 3.344 -2.622  C63 1.092
68 H 5.950 1.427 -3.824  O64 0.960
69 C -4.065 -1.063 -3.351  O70 1.421, H71 1.086, H72 1.095, H73 1.097
70 O -4.782 -1.258 -2.139  C69 1.421, H74 0.969
71 H -4.416 -1.796 -4.072  C69 1.086
72 H -4.245 -0.061 -3.756  C69 1.095
73 H -2.987 -1.207 -3.206  C69 1.097
74 H -4.476 -0.605 -1.491  O70 0.969
75 C 6.518 6.775 -3.955  O76 1.432, H77 1.088, H78 1.087, H79 1.094
76 O 7.412 5.698 -3.651  C75 1.432, H80 0.960
77 H 5.864 6.924 -3.098  C75 1.088
78 H 7.067 7.693 -4.146  C75 1.087
79 H 5.909 6.527 -4.829  C75 1.094
80 H 7.984 5.575 -4.413  O76 0.960
81 C -4.889 -5.818 1.119  O82 1.422, H83 1.089, H84 1.094, H85 1.092
82 O -4.809 -6.974 0.295  C81 1.422, H86 0.962
83 H -3.904 -5.356 1.151  C81 1.089
84 H -5.609 -5.102 0.709  C81 1.094
85 H -5.188 -6.099 2.131  C81 1.092
86 H -5.683 -7.376 0.280  O82 0.962
87 C 1.439 -10.001 -0.200  O88 1.424, H89 1.087, H90 1.093, H91 1.095
88 O 0.085 -10.135 -0.618  C87 1.424, H92 0.961
89 H 1.511 -10.383 0.815  C87 1.087
90 H 2.106 -10.578 -0.844  C87 1.093
91 H 1.747 -8.950 -0.208  C87 1.095
92 H 0.027 -9.800 -1.516  O88 0.961
93 C -7.538 -6.625 3.809  O94 1.423, H95 1.089, H96 1.091, H97 1.087
94 O -7.098 -7.647 2.922  C93 1.423, H98 0.961
95 H -7.719 -5.724 3.224  C93 1.089
96 H -8.465 -6.918 4.306  C93 1.091
97 H -6.777 -6.419 4.558  C93 1.087
98 H -6.945 -8.430 3.458  O94 0.961
99 C -5.433 2.798 3.020  O100 1.430, H101 1.084, H102 1.093, H103 1.095
100 O -4.674 1.672 3.467  C99 1.430, H104 0.963
101 H -6.274 2.919 3.694  C99 1.084
102 H -4.831 3.710 3.036  C99 1.093
103 H -5.812 2.626 2.007  C99 1.095
104 H -3.927 1.560 2.871  O100 0.963
105 C -8.365 0.068 4.749  O106 1.425, H107 1.086, H108 1.093, H109 1.093
106 O -7.799 1.146 4.007  C105 1.425, H110 0.963
107 H -9.403 0.315 4.954  C105 1.086
108 H -8.327 -0.861 4.175  C105 1.093
109 H -7.838 -0.069 5.697  C105 1.093
110 H -6.880 0.920 3.829  O106 0.963
111 C 5.862 3.218 4.524  O112 1.423, H113 1.086, H114 1.094, H115 1.094
112 O 4.936 4.249 4.202  C111 1.423, H116 0.960
113 H 6.538 3.606 5.280  C111 1.086
114 H 5.346 2.342 4.926  C111 1.094
115 H 6.443 2.927 3.644  C111 1.094
116 H 4.338 3.907 3.533  O112 0.960
117 C -5.108 -8.577 6.010  O118 1.429, H119 1.087, H120 1.092, H121 1.093
118 O -6.520 -8.383 5.909  C117 1.429, H122 0.962
119 H -4.642 -7.595 6.030  C117 1.087
120 H -4.855 -9.109 6.929  C117 1.092
121 H -4.727 -9.134 5.151  C117 1.093
122 H -6.928 -9.254 5.898  O118 0.962
123 C 5.010 10.007 -3.189  O124 1.422, H125 1.088, H126 1.093, H127 1.094
124 O 5.827 9.717 -4.316  C123 1.422, H128 0.964
125 H 5.331 9.367 -2.369  C123 1.088
126 H 5.119 11.051 -2.885  C123 1.093
127 H 3.958 9.804 -3.409  C123 1.094
128 H 5.539 10.286 -5.039  O124 0.964
129 C 6.182 10.956 -8.377  O130 1.428, H131 1.086, H132 1.092, H133 1.092
130 O 5.634 10.085 -7.388  C129 1.428, H134 0.961
131 H 5.459 11.746 -8.560  C129 1.086
132 H 7.116 11.402 -8.028  C129 1.092
133 H 6.364 10.416 -9.309  C129 1.092
134 H 6.276 9.387 -7.229  O130 0.961

Atom charges from the Löwdin analysis, given in e for atoms 1 to 99:
1 C -0.1580
2 C -0.7406
3 Br 0.8315
4 C -0.6594
5 Br 0.8612
6 C -0.1989
7 C -0.0387
8 N -0.0140
9 C -0.0266
10 C -0.6332
11 N 0.1046
12 N 0.1077
13 N 0.1187
14 C 0.0458
15 C -0.1539
16 N 0.1156
17 C -0.7262
18 S 0.9432
19 C 0.0134
20 C -0.4965
21 O 0.1474
22 O 0.1497
23 H 0.0810
24 H 0.0642
25 H 0.0875
26 H 0.0815
27 H 0.0990
28 H 0.0923
29 H 0.1408
30 H 0.1155
31 H 0.0943
32 H 0.0971
33 H 0.0891
34 H 0.0778
35 H 0.1057
36 H 0.1066
37 H 0.1589
38 H 0.1571
39 C -0.1373
40 O -0.1922
41 H 0.0811
42 H 0.0761
43 H 0.0575
44 H 0.0175
45 C -0.1534
46 O -0.1247
47 H 0.0787
48 H 0.0658
49 H 0.0684
50 H 0.0427
51 C -0.1279
52 O -0.1318
53 H 0.0837
54 H 0.0620
55 H 0.0897
56 H 0.0711
57 C -0.1273
58 O -0.1526
59 H 0.0826
60 H 0.0694
61 H 0.0582
62 H 0.0708
63 C -0.1578
64 O -0.1032
65 H 0.0599
66 H 0.0510
67 H 0.0824
68 H 0.0677
69 C -0.1597
70 O -0.1382
71 H 0.0835
72 H 0.0790
73 H 0.0508
74 H 0.0037
75 C -0.1498
76 O -0.1362
77 H 0.0637
78 H 0.0635
79 H 0.0856
80 H 0.0785
81 C -0.1503
82 O -0.1257
83 H 0.0551
84 H 0.0812
85 H 0.0620
86 H 0.0763
87 C -0.1559
88 O -0.1388
89 H 0.0791
90 H 0.0765
91 H 0.0727
92 H 0.0697
93 C -0.1674
94 O -0.1334
95 H 0.0769
96 H 0.0806
97 H 0.0609
98 H 0.0581
99 C -0.1499

[3]
The following is a quantum chemistry calculation of an isolated molecule of C9H11N3O5S, from OMol25.

Summary:
* HOMO level: -9.176 eV
* LUMO level: -0.282 eV
* HOMO-LUMO gap: 8.8931 eV
* calculated total energy: -1288.24833 Ha
* spin multiplicity: 1
* energy relative to the best compared isomer or geometry (same formula, charge and spin): 0.0 kJ/mol
* SMILES: CCOC(=O)CC(=O)CSc1n[nH]c(=O)[nH]c1=O

Each atom is followed by the atoms it is bonded to, with distances in Å.
CARTESIAN COORDINATES (ANGSTROEM)
1 C -0.976 -2.904 -0.829  C2 1.519, H27 1.087, H28 1.087, H29 1.086
2 C -1.860 -1.913 -0.091  C1 1.519, H3 1.094, H4 1.094, O5 1.435
3 H -2.877 -1.916 -0.495  C2 1.094
4 H -1.900 -2.145 0.978  C2 1.094
5 O -1.331 -0.585 -0.217  C2 1.435, C6 1.333
6 C -2.167 0.380 -0.602  O5 1.333, O7 1.199, C8 1.520
7 O -3.321 0.221 -0.886  C6 1.199
8 C -1.449 1.719 -0.650  C6 1.520, C9 1.517, H25 1.093, H26 1.090
9 C -0.987 2.161 0.726  C8 1.517, O10 1.199, C11 1.523
10 O -1.522 1.833 1.747  C9 1.199
11 C 0.131 3.195 0.725  C9 1.523, H12 1.091, H13 1.090, S14 1.820
12 H -0.265 4.152 0.381  C11 1.091
13 H 0.519 3.302 1.738  C11 1.090
14 S 1.510 2.821 -0.402  C11 1.820, C15 1.736
15 C 1.780 1.176 0.079  S14 1.736, N16 1.285, C21 1.476
16 N 1.050 0.676 1.012  C15 1.285, N17 1.335
17 N 1.213 -0.602 1.360  N16 1.335, C18 1.371, H24 1.012
18 C 2.075 -1.485 0.764  N17 1.371, O19 1.204, N20 1.388
19 O 2.143 -2.650 1.059  C18 1.204
20 N 2.865 -0.902 -0.217  C18 1.388, C21 1.383, H23 1.015
21 C 2.810 0.411 -0.651  C15 1.476, N20 1.383, O22 1.204
22 O 3.517 0.840 -1.525  C21 1.204
23 H 3.530 -1.515 -0.677  N20 1.015
24 H 0.571 -0.937 2.068  N17 1.012
25 H -2.157 2.466 -1.020  C8 1.093
26 H -0.607 1.663 -1.340  C8 1.090
27 H -0.874 -2.614 -1.872  C1 1.087
28 H 0.011 -2.959 -0.379  C1 1.087
29 H -1.432 -3.889 -0.783  C1 1.086

Electronic structure analysis, Löwdin charges in units of e:
1 C -0.0491
2 C -0.1978
3 H 0.1177
4 H 0.1281
5 O -0.0194
6 C -0.4880
7 O 0.1276
8 C -0.0228
9 C -0.4817
10 O 0.1127
11 C -0.3629
12 H 0.0936
13 H 0.0917
14 S 1.0200
15 C -0.4991
16 N 0.0745
17 N 0.1082
18 C -0.5141
19 O 0.0862
20 N 0.2240
21 C -0.4580
22 O 0.0961
23 H 0.1764
24 H 0.1741
25 H 0.1463
26 H 0.0991
27 H 0.0833
28 H 0.0519
29 H 0.0815